No. 1
Below is C43H64Cl2O5P2SiTc as an isolated structure, with properties calculated with ωB97M-V/def2-TZVPD.

Last column: Löwdin spin population.
Element x y z (Å)
Tc 0.011 1.034 -0.687  2.522
C -3.215 2.085 -2.173  0.004
Si -2.356 0.697 -1.279  0.015
C -2.399 -0.795 -2.421  0.000
C -3.483 -0.959 -3.286  0.000
C -3.512 -1.976 -4.227  0.000
C -2.437 -2.842 -4.323  0.000
C -1.352 -2.702 -3.471  -0.001
C -1.324 -1.690 -2.509  -0.004
P 0.024 -1.484 -1.285  0.004
C -0.236 -2.842 -0.060  0.002
C -0.199 -4.282 -0.614  0.000
C -0.953 -5.261 0.303  0.000
C -0.826 -4.841 1.761  0.000
C -1.571 -3.519 1.983  0.000
C -1.519 -2.617 0.739  0.001
C 1.680 -1.825 -2.027  0.003
C 1.846 -2.989 -3.035  0.000
C 3.298 -3.484 -3.092  0.000
C 4.259 -2.317 -2.925  0.000
C 4.139 -1.749 -1.504  0.000
C 2.733 -1.947 -0.913  0.000
C -3.337 0.301 0.280  -0.008
C -4.644 -0.192 0.214  -0.001
C -5.332 -0.554 1.360  -0.001
C -4.725 -0.415 2.603  0.000
C -3.436 0.082 2.690  -0.001
C -2.737 0.435 1.533  -0.003
P -1.040 1.128 1.606  0.006
C -0.256 0.164 3.008  0.001
C 0.837 -0.809 2.524  0.002
C 1.688 -1.278 3.701  0.000
C 2.518 -0.109 4.252  0.000
C 1.773 1.223 4.083  0.000
C 0.269 0.994 4.201  0.000
C -1.411 2.895 2.049  0.005
C -2.532 3.163 3.062  0.000
C -2.896 4.649 3.027  0.001
C -1.688 5.546 3.276  0.000
C -0.560 5.234 2.297  0.001
C -0.178 3.757 2.346  0.001
H -4.294 1.907 -2.194  0.000
H -3.033 3.033 -1.668  0.001
H -2.844 2.170 -3.196  0.000
H -4.308 -0.259 -3.249  0.000
H -4.357 -2.077 -4.895  0.000
H -2.431 -3.626 -5.070  0.000
H -0.530 -3.384 -3.583  0.000
H 0.613 -2.724 0.619  0.000
H -0.633 -4.331 -1.611  0.000
H 0.842 -4.605 -0.699  0.000
H -2.012 -5.284 0.031  0.000
H -0.570 -6.270 0.144  0.000
H -1.213 -5.612 2.429  0.000
H 0.235 -4.725 2.008  0.000
H -2.616 -3.720 2.229  0.000
H -1.149 -2.991 2.843  0.000
H -2.381 -2.800 0.089  0.000
H -1.597 -1.575 1.044  0.001
H 1.863 -0.894 -2.565  0.000
H 1.201 -3.830 -2.802  0.000
H 1.558 -2.627 -4.026  0.000
H 3.480 -4.214 -2.298  0.000
H 3.464 -4.007 -4.036  0.000
H 5.287 -2.618 -3.129  0.000
H 4.014 -1.548 -3.665  0.000
H 4.871 -2.227 -0.848  0.000
H 4.391 -0.687 -1.510  0.000
H 2.658 -2.940 -0.459  0.000
H 2.557 -1.214 -0.125  0.000
H -5.124 -0.317 -0.750  0.000
H -6.338 -0.947 1.289  0.000
H -5.258 -0.689 3.504  0.000
H -2.987 0.203 3.668  0.000
H -1.087 -0.453 3.357  0.000
H 0.361 -1.657 2.035  0.001
H 1.479 -0.331 1.784  0.001
H 1.038 -1.689 4.481  0.000
H 2.342 -2.094 3.387  0.000
H 2.738 -0.281 5.308  0.000
H 3.475 -0.055 3.733  0.000
H 2.111 1.947 4.826  0.000
H 2.004 1.662 3.107  0.000
H 0.071 0.426 5.116  0.000
H -0.272 1.925 4.309  0.000
H -1.799 3.230 1.078  0.000
H -3.421 2.573 2.838  0.000
H -2.218 2.899 4.075  0.000
H -3.319 4.882 2.043  0.000
H -3.682 4.848 3.760  0.000
H -1.981 6.596 3.205  0.000
H -1.329 5.388 4.300  0.000
H -0.873 5.488 1.279  0.001
H 0.319 5.842 2.517  0.000
H 0.631 3.557 1.648  0.000
H 0.196 3.534 3.347  0.000
C 2.098 3.728 -3.764  0.002
C 2.160 2.211 -3.683  0.006
C 2.886 1.611 -4.884  0.001
O 2.865 1.915 -2.483  0.000
C 0.728 1.646 -3.682  0.015
O 0.008 1.822 -4.634  0.012
O 0.374 0.890 -2.658  0.112
H 3.099 4.123 -3.937  0.000
H 1.721 4.133 -2.825  0.002
H 1.442 4.032 -4.577  0.000
H 3.901 2.007 -4.926  0.000
H 2.359 1.849 -5.805  0.000
H 2.938 0.520 -4.800  0.000
H 3.022 0.964 -2.442  0.000
Cl -0.274 3.254 -1.010  0.179
Cl 4.965 1.901 2.101  0.002
C 4.252 1.629 0.480  0.003
C 2.777 2.020 0.463  0.010
O 2.454 3.152 0.740  0.007
O 1.981 1.029 0.187  0.097
H 4.791 2.260 -0.222  0.000
H 4.394 0.582 0.245  0.000

Results
Maximum force (eV Å⁻¹): 0.522
2S+1: 4
HOMO energy (alpha / beta) (hartree): -0.3103 / -0.3173
Frontier orbital gap (alpha / beta) (eV): 8.8 / 7.6
Relative energy (zero: lowest compared OMol25 entry of this formula, charge and spin) (kcal/mol): 0.0
<S²>: 3.7790
Total energy (eV): -109571.4003

No. 2
Below is a 2-piece molecular cluster, C2H7NO3 overall, with properties calculated with ωB97M-V/def2-TZVPD.

Last column: natural (NBO) charge in e.
Element x y z (Å)
O -1.034 -0.363 1.266  -0.582
C -0.876 -0.510 0.089  0.775
O -1.890 -0.398 -0.781  -0.676
C 0.368 -0.914 -0.635  -0.340
N 1.636 -0.725 0.041  -0.832
H -2.655 -0.242 -0.198  0.498
H 0.364 -0.331 -1.551  0.223
H 0.228 -1.959 -0.920  0.206
H 1.710 -1.254 0.903  0.372
H 2.352 -1.148 -0.534  0.362
H 1.348 1.578 -0.030  0.481
H 2.282 2.800 0.061  0.466
O 1.367 2.529 0.146  -0.954

Results
Maximum force (eV Å⁻¹): 0.558
2S+1: 1
HOMO energy (hartree): -0.3789
Frontier orbital gap (eV): 10.9
Relative energy (zero: lowest compared OMol25 entry of this formula, charge and spin) (kcal/mol): 13.1
SMILES string: NCC(=O)O.O
Total energy (eV): -9820.3937

No. 3
Below is one molecule with the formula C8H12 at a distorted geometry, with properties calculated with ωB97M-V/def2-TZVPD.

Last column: natural (NBO) charge in e.
Element x y z (Å)
C -2.573 0.622 1.086  -0.607
C -1.461 0.924 0.094  -0.313
C -1.602 0.445 -1.270  -0.271
C 0.971 0.240 0.372  -0.066
C -0.303 -0.023 -0.147  -0.067
C -0.417 -1.549 -0.480  -0.588
C 3.430 -0.117 0.257  -0.301
C 2.153 -0.291 -0.171  -0.260
H -3.122 -0.248 0.725  0.221
H -2.165 0.434 2.084  0.199
H -3.281 1.447 1.138  0.215
H -1.021 1.907 0.335  0.184
H -1.292 0.989 -2.164  0.168
H 1.053 0.650 1.380  0.209
H -1.404 -1.990 -0.438  0.253
H -0.065 -1.690 -1.510  0.222
H 0.260 -2.125 0.149  0.190
H 3.656 0.633 1.007  0.194
H 4.229 -0.581 -0.298  0.205
H 2.101 -1.007 -0.989  0.212

Results
Maximum force (eV Å⁻¹): 3.029
2S+1: 1
HOMO energy (hartree): -0.2647
Frontier orbital gap (eV): 5.9
Relative energy (zero: lowest compared OMol25 entry of this formula, charge and spin) (kcal/mol): 136.9
Total energy (eV): -8483.6452

No. 4
Below is an isolated ion of composition C5H6N and charge +1 at a distorted geometry, with properties calculated with ωB97M-V/def2-TZVPD.

Last column: natural (NBO) charge in e.
Element x y z (Å)
C -2.435 -0.665 0.110  -0.515
C -0.922 1.539 0.221  0.261
C -2.858 0.631 -0.169  0.327
C -1.046 -0.690 -0.050  0.179
C 1.188 0.202 -0.190  -0.437
N -0.261 0.425 0.061  -0.377
H -2.946 -1.645 0.140  0.307
H -0.736 2.507 -0.090  0.227
H -0.692 -1.638 -0.573  0.267
H 1.755 -0.251 0.802  0.268
H 1.721 0.982 -0.645  0.255
H 1.225 -0.683 -0.877  0.237

Results
Maximum force (eV Å⁻¹): 5.715
2S+1: 1
HOMO energy (hartree): -0.5325
Frontier orbital gap (eV): 7.6
Relative energy (zero: lowest compared OMol25 entry of this formula, charge and spin) (kcal/mol): 176.6
Net charge: +1
Total energy (eV): -6757.5193

No. 5
Below is one molecule with the formula C3H10Si3 at a distorted geometry, with properties calculated with ωB97M-V/def2-TZVPD.

Last column: natural (NBO) charge in e.
Element x y z (Å)
C 0.575 0.487 -0.124  -0.368
C -0.649 0.360 -0.461  -0.369
C 0.196 -0.929 -0.514  -0.702
Si 2.340 1.065 -0.028  0.842
Si -2.200 1.372 -0.361  0.890
Si -0.172 -2.230 0.776  0.874
H 0.566 -1.144 -1.516  0.199
H 2.488 0.289 1.224  -0.145
H 2.237 2.498 0.447  -0.144
H 3.218 0.684 -1.180  -0.121
H -1.676 2.604 -0.842  -0.163
H -2.876 1.491 0.906  -0.147
H -2.958 0.679 -1.407  -0.160
H 0.537 -1.633 2.016  -0.143
H 0.068 -3.375 0.047  -0.173
H -1.695 -2.216 1.016  -0.171

Results
Maximum force (eV Å⁻¹): 3.535
2S+1: 1
HOMO energy (hartree): -0.3186
Frontier orbital gap (eV): 9.4
Relative energy (zero: lowest compared OMol25 entry of this formula, charge and spin) (kcal/mol): 36.8
SMILES string: [SiH3]C1=C([SiH3])C1[SiH3]
Total energy (eV): -26900.9856

No. 6
Below is one molecule with the formula FH3P2S2 at a distorted geometry, with properties calculated with ωB97M-V/def2-TZVPD.

Last column: natural (NBO) charge in e.
Element x y z (Å)
F -1.180 0.292 1.629  -0.580
P 1.531 0.246 0.413  0.027
P -0.601 -0.154 0.204  1.108
S -1.139 -1.905 -0.441  -0.470
S -1.257 1.683 -0.654  -0.303
H 1.817 -0.829 -0.602  0.041
H 1.538 -0.659 1.435  0.001
H -0.709 1.328 -1.985  0.176

Results
Maximum force (eV Å⁻¹): 2.964
2S+1: 1
HOMO energy (hartree): -0.3392
Frontier orbital gap (eV): 9.4
Relative energy (zero: lowest compared OMol25 entry of this formula, charge and spin) (kcal/mol): 5.4
SMILES string: F[P@@](P)(=S)S
Total energy (eV): -43015.1299

No. 7
Below is a 2-piece molecular cluster, C3H11N2O overall at a distorted geometry, with properties calculated with ωB97M-V/def2-TZVPD.

Last column: natural (NBO) charge in e.
Element x y z (Å)
C -1.149 -1.305 -1.247  -0.645
C 0.352 -1.118 -1.054  -0.207
N 0.770 -0.797 0.370  -0.458
C 0.088 0.020 1.149  0.434
N 0.620 0.699 2.153  -0.805
H -1.548 -1.856 -0.391  0.224
H -1.205 -2.007 -2.076  0.254
H -1.672 -0.361 -1.336  0.233
H 0.824 -0.314 -1.618  0.221
H 0.873 -2.049 -1.265  0.225
H 1.750 -0.503 0.304  0.409
H -0.931 0.243 0.830  0.236
H 1.418 1.317 2.088  0.434
H 0.161 0.713 3.059  0.438
H 0.251 2.443 -1.229  0.482
H -1.195 2.375 -1.501  0.493
O -0.518 1.889 -1.037  -0.967

Results
Maximum force (eV Å⁻¹): 2.796
2S+1: 1
HOMO energy (hartree): -0.5623
Frontier orbital gap (eV): 11.0
Relative energy (zero: lowest compared OMol25 entry of this formula, charge and spin) (kcal/mol): 39.2
Net charge: +1
Total energy (eV): -8310.0924

No. 8
Below is one molecule with the formula C18H15N5OS at a distorted geometry, with properties calculated with ωB97M-V/def2-TZVPD.

Last column: natural (NBO) charge in e.
Element x y z (Å)
C -2.373 3.310 2.616  -0.370
C -1.280 3.805 3.168  -0.208
C -0.314 2.988 3.949  -0.549
H -0.696 1.990 4.153  0.251
H -0.010 3.487 4.868  0.232
S 1.253 2.780 3.003  0.294
C 0.782 1.531 1.897  0.211
N -0.391 0.927 2.044  -0.297
N -0.598 -0.149 1.359  -0.160
C 0.257 -0.617 0.455  0.044
C 1.347 0.246 0.122  0.532
N 1.625 1.263 0.905  -0.462
O 2.117 0.183 -0.975  -0.463
C 1.632 -0.587 -2.059  0.226
N 1.705 -1.988 -1.761  -0.636
C 0.723 -2.626 -1.026  0.272
C 0.473 -3.975 -1.287  -0.287
C -0.503 -4.667 -0.606  -0.171
C -1.270 -4.012 0.349  -0.246
C -1.017 -2.691 0.634  -0.139
C -0.010 -1.971 -0.022  -0.165
H -1.584 -2.173 1.391  0.243
H -2.051 -4.540 0.874  0.217
H -0.675 -5.709 -0.826  0.216
H 1.063 -4.472 -2.045  0.205
H 2.170 -2.567 -2.441  0.397
C 0.248 -0.122 -2.484  -0.131
C -0.173 1.182 -2.243  -0.162
C -1.448 1.557 -2.630  -0.250
C -2.251 0.615 -3.255  0.042
N -1.847 -0.616 -3.517  -0.410
C -0.634 -0.973 -3.143  0.054
H -0.359 -1.991 -3.385  0.196
H -3.258 0.853 -3.569  0.195
H -1.806 2.558 -2.449  0.224
H 0.486 1.891 -1.764  0.231
H 2.351 -0.372 -2.861  0.218
H -1.012 4.846 3.045  0.200
H -3.047 3.925 2.044  0.197
H -2.628 2.269 2.715  0.207

Results
Maximum force (eV Å⁻¹): 1.021
2S+1: 1
HOMO energy (hartree): -0.2975
Frontier orbital gap (eV): 8.1
Relative energy (zero: lowest compared OMol25 entry of this formula, charge and spin) (kcal/mol): 31.8
SMILES string: C=CCSc1nnc2c(n1)O[C@H](c1cccnc1)Nc1ccccc1-2
Total energy (eV): -39241.2256

Question: What is the relative energy (zero: lowest compared OMol25 entry of this formula, charge and spin) in the second record?
Answer: 13.1 kcal/mol